Here is a cluster of 9 separate species, C27H78N6O9 in total in a non-equilibrium geometry from the OMol25 dataset. Energies are from ωB97M-V/def2-TZVPD.

Last columns: bonded neighbours and bond lengths (Å).
Element x y z (Å)
1 C 4.560 2.659 -6.262  O2 1.408, H7 1.094, H8 1.086, H9 1.090
2 O 4.277 2.710 -4.884  C1 1.408, C3 1.415
3 C 3.981 1.432 -4.355  O2 1.415, C4 1.536, H10 1.112, H11 1.104
4 C 3.495 1.511 -2.900  C3 1.536, C5 1.549, N6 1.510, H12 1.122
5 C 4.590 2.207 -2.055  C4 1.549, H13 1.097, H14 1.098, H15 1.091
6 N 3.283 0.154 -2.271  C4 1.510, H16 1.006, H17 1.032
7 H 5.553 2.220 -6.405  C1 1.094
8 H 4.464 3.695 -6.577  C1 1.086
9 H 3.901 2.044 -6.874  C1 1.090
10 H 3.178 0.881 -4.893  C3 1.112
11 H 4.904 0.827 -4.368  C3 1.104
12 H 2.591 2.175 -2.872  C4 1.122
13 H 5.503 1.623 -2.228  C5 1.097
14 H 4.227 2.117 -1.022  C5 1.098
15 H 4.732 3.243 -2.368  C5 1.091
16 H 2.795 0.176 -1.391  N6 1.006
17 H 2.738 -0.479 -2.875  N6 1.032
18 C 1.196 -4.072 -0.897  O19 1.366, H24 1.111, H25 1.086, H26 1.092
19 O 0.166 -4.435 -0.076  C18 1.366, C20 1.445
20 C -0.476 -3.283 0.514  O19 1.445, C21 1.536, H27 1.104, H28 1.106
21 C -1.437 -3.740 1.622  C20 1.536, C22 1.502, N23 1.468, H29 1.094
22 C -2.521 -4.617 1.063  C21 1.502, H30 1.068, H31 1.081, H32 1.089
23 N -2.092 -2.579 2.238  C21 1.468, H33 1.018, H34 1.030
24 H 0.880 -3.387 -1.712  C18 1.111
25 H 1.696 -4.948 -1.298  C18 1.086
26 H 1.970 -3.606 -0.283  C18 1.092
27 H 0.315 -2.644 0.941  C20 1.104
28 H -0.922 -2.698 -0.313  C20 1.106
29 H -0.819 -4.256 2.363  C21 1.094
30 H -3.173 -5.008 1.812  C22 1.068
31 H -2.204 -5.480 0.496  C22 1.081
32 H -3.120 -4.022 0.375  C22 1.089
33 H -2.632 -2.881 3.045  N23 1.018
34 H -1.433 -1.861 2.573  N23 1.030
35 C -2.415 0.670 6.944  O36 1.443, H41 1.086, H42 1.096, H43 1.092
36 O -2.254 1.213 5.617  C35 1.443, C37 1.408
37 C -1.425 0.435 4.788  O36 1.408, C38 1.495, H44 1.105, H45 1.118
38 C -1.151 1.069 3.461  C37 1.495, C39 1.540, N40 1.485, H46 1.116
39 C -2.435 1.205 2.622  C38 1.540, H47 1.094, H48 1.108, H49 1.092
40 N -0.195 0.235 2.690  C38 1.485, H50 1.028, H51 1.025
41 H -2.876 -0.309 6.858  C35 1.086
42 H -3.069 1.387 7.455  C35 1.096
43 H -1.432 0.595 7.414  C35 1.092
44 H -0.450 0.273 5.282  C37 1.105
45 H -1.859 -0.577 4.600  C37 1.118
46 H -0.678 2.053 3.695  C38 1.116
47 H -2.774 0.200 2.355  C39 1.094
48 H -2.112 1.712 1.691  C39 1.108
49 H -3.165 1.776 3.200  C39 1.092
50 H 0.041 0.724 1.817  N40 1.028
51 H 0.693 -0.017 3.135  N40 1.025
52 C -1.317 -4.309 -3.420  O53 1.388, H58 1.104, H59 1.096, H60 1.096
53 O -0.424 -3.555 -4.168  C52 1.388, C54 1.429
54 C -0.807 -2.178 -4.178  O53 1.429, C55 1.509, H61 1.099, H62 1.105
55 C 0.198 -1.429 -5.017  C54 1.509, C56 1.535, N57 1.465, H63 1.115
56 C 0.023 -1.607 -6.531  C55 1.535, H64 1.092, H65 1.096, H66 1.096
57 N 1.531 -1.766 -4.509  C55 1.465, H67 1.007, H68 1.024
58 H -1.164 -5.381 -3.636  C52 1.104
59 H -2.374 -4.103 -3.626  C52 1.096
60 H -1.168 -4.208 -2.338  C52 1.096
61 H -1.841 -2.101 -4.543  C54 1.099
62 H -0.806 -1.869 -3.116  C54 1.105
63 H 0.013 -0.347 -4.824  C55 1.115
64 H 0.930 -1.191 -6.974  C56 1.092
65 H -0.861 -1.050 -6.861  C56 1.096
66 H -0.080 -2.673 -6.764  C56 1.096
67 H 1.485 -2.767 -4.409  N57 1.007
68 H 2.197 -1.451 -5.220  N57 1.024
69 C -2.828 1.337 -3.128  O70 1.439, H75 1.111, H76 1.086, H77 1.092
70 O -2.911 0.162 -2.301  C69 1.439, C71 1.376
71 C -4.083 -0.555 -2.375  O70 1.376, C72 1.548, H78 1.108, H79 1.108
72 C -4.078 -1.657 -1.287  C71 1.548, C73 1.576, N74 1.421, H80 1.114
73 C -5.353 -2.567 -1.457  C72 1.576, H81 1.103, H82 1.084, H83 1.087
74 N -4.070 -1.067 0.006  C72 1.421, H84 1.022, H85 1.014
75 H -1.845 1.843 -3.017  C69 1.111
76 H -3.681 1.966 -2.891  C69 1.086
77 H -2.898 1.025 -4.172  C69 1.092
78 H -4.991 0.053 -2.193  C71 1.108
79 H -4.229 -1.034 -3.364  C71 1.108
80 H -3.187 -2.263 -1.567  C72 1.114
81 H -5.395 -3.178 -0.539  C73 1.103
82 H -5.226 -3.221 -2.312  C73 1.084
83 H -6.295 -2.030 -1.534  C73 1.087
84 H -3.728 -1.679 0.749  N74 1.022
85 H -3.385 -0.319 0.009  N74 1.014
86 C 1.920 3.591 2.692  O87 1.433, H92 1.110, H93 1.102, H94 1.103
87 O 1.570 3.050 3.972  C86 1.433, C88 1.368
88 C 2.053 3.734 5.054  O87 1.368, C89 1.550, H95 1.117, H96 1.109
89 C 1.656 2.943 6.326  C88 1.550, C90 1.533, N91 1.451, H97 1.096
90 C 2.137 1.487 6.318  C89 1.533, H98 1.096, H99 1.103, H100 1.090
91 N 0.237 3.001 6.620  C89 1.451, H101 1.026, H102 1.010
92 H 1.209 3.086 2.005  C86 1.110
93 H 2.972 3.356 2.465  C86 1.102
94 H 1.749 4.681 2.705  C86 1.103
95 H 3.165 3.805 4.975  C88 1.117
96 H 1.712 4.789 5.083  C88 1.109
97 H 2.195 3.432 7.145  C89 1.096
98 H 1.971 1.092 7.327  C90 1.096
99 H 3.235 1.449 6.224  C90 1.103
100 H 1.698 0.854 5.548  C90 1.090
101 H -0.047 3.986 6.672  N91 1.026
102 H -0.229 2.578 5.830  N91 1.010
103 C -0.805 4.099 -0.452  O104 1.464, H105 1.099, H106 1.069, H107 1.088
104 O 0.277 3.589 -1.296  C103 1.464, H108 0.964
105 H -1.117 3.172 0.049  C103 1.099
106 H -0.430 4.783 0.280  C103 1.069
107 H -1.648 4.476 -1.028  C103 1.088
108 H 0.900 4.203 -1.700  O104 0.964
109 C 3.038 -0.427 1.709  O110 1.449, H111 1.093, H112 1.094, H113 1.083
110 O 2.899 -0.685 3.128  C109 1.449, H114 0.965
111 H 2.401 -1.180 1.239  C109 1.093
112 H 2.621 0.557 1.474  C109 1.094
113 H 4.033 -0.549 1.300  C109 1.083
114 H 3.525 -0.170 3.653  O110 0.965
115 C 0.044 0.374 -0.990  O116 1.404, H117 1.096, H118 1.103, H119 1.096
116 O 0.813 1.184 -0.140  C115 1.404, H120 0.978
117 H -0.947 0.803 -1.176  C115 1.096
118 H 0.492 0.198 -1.983  C115 1.103
119 H -0.115 -0.567 -0.452  C115 1.096
120 H 0.856 2.067 -0.558  O116 0.978

As for the total energy: -2081.03922 a.u. The strongest force on any atom is 0.0435 Eh/bohr. As for the energy above the lowest of the compared OMol25 structures with the same formula, charge and spin: 25.3 kcal per mole. As for the LUMO energy: 0.011 hartree. For the HOMO-LUMO gap, the calculation gives 9.00 eV.